Entry 1:
The following is a DFT calculation (ωB97M-V/def2-TZVPD) of C64H65BrClMnN2OP2S as an isolated structure.

Summary:
- DFT total energy: -7928.75872 hartree
- LUMO (alpha / beta): 0.0756 / 0.0755 Eh
- ⟨S²⟩: 8.99
- HOMO (alpha / beta): -0.080 / -0.183 Eh
- Multiplicity: 6
- Net charge: -1
- Maximum force: 1.0 eV/A

Geometry (Å):
Mn1 0.06 -0.12 0.47
C1 -1.10 -2.71 3.73
C2 -1.63 -1.80 4.64
C3 -1.61 -0.44 4.36
C4 -1.06 0.03 3.16
C5 -0.62 -0.90 2.21
C6 -0.62 -2.25 2.51
C7 -0.84 1.46 2.88
C8 -0.98 2.43 3.85
C9 -0.62 3.74 3.62
C10 -0.12 4.10 2.34
C11 0.29 5.40 2.02
C12 0.78 5.73 0.76
C13 0.84 4.75 -0.21
C14 0.42 3.45 0.09
C15 -0.02 3.07 1.36
N1 -0.35 1.76 1.62
H1 -1.09 -3.77 3.96
H2 -2.05 -2.14 5.58
H3 -2.02 0.25 5.08
H4 -0.27 -2.97 1.79
H5 -1.34 2.14 4.83
H6 -0.71 4.50 4.40
H7 0.22 6.16 2.80
H8 1.10 6.75 0.54
H9 1.20 4.98 -1.21
H10 0.44 2.70 -0.69
C16 2.62 1.98 -7.25
S1 0.83 2.10 -7.43
C17 0.48 3.32 -6.13
C18 0.70 2.88 -4.69
C19 0.03 1.54 -4.35
N2 -0.19 1.31 -2.91
P1 0.93 0.52 -1.88
C20 2.54 1.41 -2.10
C21 3.27 1.29 -3.28
C22 4.49 1.94 -3.44
C23 5.01 2.70 -2.40
C24 4.31 2.79 -1.20
C25 3.09 2.15 -1.06
C26 1.42 -1.03 -2.72
C27 2.65 -1.60 -2.37
C28 3.09 -2.77 -2.96
C29 2.30 -3.40 -3.92
C30 1.07 -2.86 -4.26
C31 0.64 -1.69 -3.66
P2 -1.60 1.95 -2.11
C32 -1.84 3.64 -2.81
C33 -1.62 4.71 -1.94
C34 -1.82 6.02 -2.37
C35 -2.25 6.27 -3.66
C36 -2.50 5.21 -4.53
C37 -2.31 3.91 -4.10
C38 -3.03 1.16 -2.96
C39 -2.97 -0.02 -3.69
C40 -4.13 -0.62 -4.17
C41 -5.37 -0.06 -3.92
C42 -5.44 1.12 -3.18
C43 -4.29 1.72 -2.71
H11 2.99 1.37 -8.08
H12 2.90 1.50 -6.32
H13 3.08 2.96 -7.31
H14 -0.57 3.59 -6.29
H15 1.08 4.20 -6.35
H16 0.27 3.65 -4.05
H17 1.76 2.85 -4.46
H18 0.61 0.72 -4.78
H19 -0.95 1.50 -4.84
H20 2.90 0.65 -4.07
H21 5.04 1.83 -4.37
H22 5.96 3.20 -2.51
H23 4.71 3.37 -0.38
H24 2.56 2.24 -0.12
H25 3.27 -1.13 -1.61
H26 4.03 -3.20 -2.66
H27 2.64 -4.32 -4.39
H28 0.44 -3.35 -4.99
H29 -0.32 -1.27 -3.94
H30 -1.29 4.52 -0.93
H31 -1.64 6.84 -1.69
H32 -2.41 7.29 -4.00
H33 -2.86 5.40 -5.53
H34 -2.53 3.09 -4.77
H35 -2.01 -0.48 -3.87
H36 -4.05 -1.55 -4.73
H37 -6.27 -0.53 -4.28
H38 -6.41 1.57 -2.97
H39 -4.37 2.64 -2.13
C44 7.37 -3.92 1.47
C45 6.07 -4.58 1.94
C46 5.96 -5.94 1.25
C47 6.14 -4.82 3.46
C48 4.88 -3.68 1.62
C49 3.78 -4.10 0.88
C50 2.75 -3.23 0.62
Br1 1.25 -3.90 -0.34
C51 2.72 -1.87 1.04
O1 1.79 -1.08 0.59
C52 3.79 -1.48 1.90
C53 4.82 -2.39 2.12
C54 3.90 -0.15 2.66
C55 5.12 0.63 2.16
C56 4.05 -0.45 4.16
C57 2.68 0.78 2.56
H40 8.23 -4.55 1.70
H41 7.52 -2.95 1.96
H42 7.34 -3.74 0.40
H43 6.84 -6.55 1.49
H44 5.91 -5.84 0.17
H45 5.07 -6.49 1.58
H46 7.00 -5.45 3.71
H47 5.23 -5.31 3.81
H48 6.24 -3.87 4.00
H49 3.71 -5.11 0.49
H50 5.64 -2.05 2.75
H51 6.05 0.06 2.30
H52 5.22 1.57 2.71
H53 5.02 0.86 1.10
H54 4.95 -1.04 4.38
H55 3.19 -1.02 4.52
H56 4.12 0.48 4.73
H57 2.49 1.07 1.53
H58 2.88 1.68 3.14
H59 1.78 0.31 2.95
Cl1 -3.83 -6.55 0.17
C58 -3.23 -4.91 0.02
C59 -3.59 -3.96 0.97
C60 -3.11 -2.67 0.85
C61 -2.26 -2.29 -0.20
C62 -1.77 -0.91 -0.34
C63 -1.93 -3.28 -1.14
C64 -2.40 -4.58 -1.03
H60 -4.24 -4.24 1.79
H61 -3.38 -1.93 1.59
H62 -2.48 -0.18 0.04
H63 -1.60 -0.71 -1.40
H64 -1.27 -3.02 -1.96
H65 -2.12 -5.33 -1.76

Entry 2:
The following is a DFT calculation (ωB97M-V/def2-TZVPD) of a 8-piece molecular cluster, C64H65Cl14O2P overall in a non-equilibrium geometry.

Summary:
- SMILES: CCCCCCCCC1=C(P(C)C)C(=O)C([C@H](C)CC)=C(CC)C1=O.Clc1ccccc1Cl.Clc1ccccc1Cl.Clc1ccccc1Cl.Clc1ccccc1Cl.Clc1ccccc1Cl.Clc1ccccc1Cl.Clc1ccccc1Cl
- DFT total energy: -9412.25873 hartree
- LUMO: -0.0073 Eh
- HOMO: -0.292 Eh
- Maximum force: 2.9 eV/A

Geometry (Å):
C1 3.92 -0.95 2.26
C2 4.81 -0.72 3.50
C3 6.27 -1.22 3.26
C4 7.24 -0.28 4.00
C5 8.71 -0.50 3.59
C6 9.60 0.71 4.07
C7 10.66 0.18 5.03
C8 11.47 1.27 5.79
C9 10.80 2.61 5.95
C10 10.22 3.00 7.07
P1 10.07 2.01 8.61
C11 8.64 2.77 9.54
C12 9.37 0.34 8.14
C13 9.65 4.40 7.11
O1 9.80 5.07 8.07
C14 8.94 4.84 5.85
C15 7.72 5.70 5.98
C16 7.98 6.95 6.87
C17 6.54 4.92 6.62
C18 5.22 5.70 6.37
C19 9.49 4.45 4.73
C20 8.93 4.80 3.38
C21 8.88 3.58 2.43
C22 10.75 3.61 4.82
O2 11.64 3.75 4.05
H1 4.43 -0.74 1.33
H2 3.51 -1.96 2.31
H3 3.08 -0.25 2.34
H4 4.42 -1.17 4.41
H5 4.90 0.36 3.66
H6 6.52 -1.18 2.20
H7 6.41 -2.23 3.65
H8 7.16 -0.35 5.09
H9 7.00 0.76 3.74
H10 8.85 -0.73 2.53
H11 9.05 -1.39 4.14
H12 8.94 1.46 4.50
H13 10.10 1.06 3.17
H14 10.26 -0.55 5.73
H15 11.38 -0.37 4.42
H16 12.44 1.46 5.31
H17 11.71 0.86 6.78
H18 7.88 3.04 8.80
H19 8.97 3.71 9.99
H20 8.22 2.06 10.25
H21 8.58 0.08 8.84
H22 10.14 -0.42 8.10
H23 8.87 0.46 7.17
H24 7.34 6.09 5.04
H25 7.99 6.66 7.92
H26 7.26 7.74 6.69
H27 9.00 7.28 6.67
H28 6.69 4.77 7.69
H29 6.41 3.96 6.12
H30 5.38 6.77 6.21
H31 4.80 5.33 5.43
H32 4.52 5.55 7.19
H33 7.91 5.18 3.41
H34 9.53 5.58 2.90
H35 8.67 3.87 1.40
H36 8.02 2.98 2.75
H37 9.76 2.95 2.50
Cl1 2.68 -3.46 0.09
C23 1.11 -2.74 0.15
C24 0.05 -3.51 0.64
C25 -1.22 -2.97 0.71
C26 -1.45 -1.67 0.29
C27 -0.40 -0.91 -0.20
C28 0.88 -1.44 -0.27
Cl2 2.14 -0.45 -0.90
H38 0.23 -4.52 0.97
H39 -2.04 -3.57 1.09
H40 -2.44 -1.25 0.34
H41 -0.58 0.11 -0.53
Cl3 -3.08 1.40 -6.22
C29 -1.53 0.85 -5.69
C30 -0.45 0.92 -6.57
C31 0.80 0.49 -6.16
C32 0.98 -0.01 -4.88
C33 -0.10 -0.08 -4.00
C34 -1.35 0.35 -4.41
Cl4 -2.68 0.24 -3.31
H42 -0.59 1.31 -7.56
H43 1.64 0.55 -6.84
H44 1.96 -0.34 -4.55
H45 0.05 -0.47 -3.01
Cl5 -6.72 -1.35 -9.02
C35 -6.71 -1.79 -7.35
C36 -5.78 -1.20 -6.51
C37 -5.75 -1.52 -5.16
C38 -6.65 -2.45 -4.65
C39 -7.58 -3.05 -5.48
C40 -7.61 -2.72 -6.83
Cl6 -8.79 -3.51 -7.83
H46 -5.08 -0.47 -6.90
H47 -5.02 -1.05 -4.51
H48 -6.63 -2.70 -3.59
H49 -8.27 -3.77 -5.08
Cl7 0.78 4.37 -4.00
C41 2.35 4.47 -4.70
C42 2.62 5.50 -5.59
C43 3.87 5.62 -6.16
C44 4.87 4.70 -5.85
C45 4.60 3.67 -4.97
C46 3.35 3.55 -4.39
Cl8 3.06 2.24 -3.31
H50 1.85 6.22 -5.83
H51 4.08 6.43 -6.85
H52 5.85 4.79 -6.30
H53 5.38 2.95 -4.73
Cl9 -4.07 -5.58 -0.34
C47 -5.65 -4.87 -0.31
C48 -6.70 -5.63 0.17
C49 -7.98 -5.10 0.22
C50 -8.21 -3.80 -0.22
C51 -7.16 -3.04 -0.71
C52 -5.88 -3.58 -0.75
Cl10 -4.60 -2.59 -1.38
H54 -6.53 -6.64 0.51
H55 -8.80 -5.70 0.59
H56 -9.21 -3.38 -0.18
H57 -7.33 -2.03 -1.05
Cl11 -13.42 -4.12 -2.48
C53 -13.07 -4.73 -4.07
C54 -14.01 -5.55 -4.67
C55 -13.78 -6.06 -5.94
C56 -12.60 -5.74 -6.61
C57 -11.66 -4.91 -6.00
C58 -11.90 -4.41 -4.73
Cl12 -10.69 -3.39 -4.02
H58 -14.92 -5.80 -4.15
H59 -14.51 -6.70 -6.41
H60 -12.41 -6.13 -7.60
H61 -10.75 -4.66 -6.52
Cl13 -16.14 -4.34 -6.62
C59 -17.60 -3.73 -5.92
C60 -18.26 -2.69 -6.57
C61 -19.43 -2.17 -6.05
C62 -19.96 -2.69 -4.88
C63 -19.31 -3.73 -4.23
C64 -18.13 -4.25 -4.74
Cl14 -17.36 -5.53 -3.88
H62 -17.85 -2.28 -7.48
H63 -19.94 -1.36 -6.56
H64 -20.88 -2.29 -4.47
H65 -19.72 -4.13 -3.31

DFT total energy of number 2 (C64H65Cl14O2P)? -9412.25873 hartree